{"formula": "C22H32I2NO3P2Ru", "method": "wB97M-V/def2-TZVPD", "total_energy_ha": -2509.916397, "multiplicity": 5, "s2": 6.0520, "gap_ev": [4.47, 2.35], "total_charge": 3, "e_lumo_ev": [-11.62, -13.87], "elements": ["I", "I", "Ru", "P", "C", "C", "H", "H", "H", "H", "H", "H", "C", "H", "H", "H", "P", "C", "C", "H", "H", "H", "C", "H", "H", "H", "H", "H", "H", "C", "O", "C", "C", "C", "C", "C", "C", "N", "C", "C", "C", "C", "C", "C", "C", "O", "O", "C", "C", "H", "H", "H", "H", "H", "H", "H", "H", "H", "H", "H", "H", "H", "H"], "xyz": [[-2.589, 2.280, -5.528], [-1.943, 4.231, -3.961], [-1.082, 0.076, -1.300], [0.643, 0.689, -2.714], [2.087, -0.288, -2.144], [0.799, 0.664, -4.526], [1.715, 1.176, -4.884], [2.184, 2.561, -2.774], [-0.092, 1.164, -4.933], [0.423, 3.056, -2.726], [1.808, -1.347, -2.267], [0.818, -0.386, -4.837], [1.200, 2.383, -2.326], [2.987, -0.060, -2.737], [1.271, 2.475, -1.235], [2.272, -0.046, -1.082], [-3.263, -0.146, -1.935], [-3.771, -0.806, -0.303], [-4.362, 1.300, -2.173], [-3.638, -0.967, -4.125], [-4.994, -1.522, -3.021], [-3.402, -2.336, -2.953], [-3.906, -1.375, -3.138], [-4.121, 1.731, -3.160], [-5.431, 1.046, -2.116], [-4.843, -0.643, -0.149], [-3.207, -0.246, 0.463], [-4.118, 2.014, -1.376], [-3.552, -1.882, -0.242], [-0.916, -1.746, -1.201], [-0.779, -2.888, -0.957], [4.716, 0.392, 2.217], [3.769, -0.712, 1.880], [4.070, -1.565, 0.820], [3.201, -2.606, 0.473], [1.960, -2.697, 1.099], [1.596, -1.709, 2.038], [0.253, -1.648, 2.402], [-0.574, -0.564, 2.721], [-1.707, -0.765, 3.523], [-2.483, 0.334, 3.887], [-2.118, 1.659, 3.552], [-0.986, 1.864, 2.756], [-0.300, 0.753, 2.282], [0.653, 0.984, 1.166], [1.629, 1.746, 1.273], [0.399, 0.268, 0.109], [2.595, -0.909, 2.633], [2.372, -0.173, 3.923], [4.252, 1.386, 2.190], [5.167, 0.254, 3.206], [5.540, 0.397, 1.497], [5.010, -1.413, 0.277], [3.467, -3.301, -0.315], [1.230, -3.473, 0.844], [-0.192, -2.566, 2.451], [-1.957, -1.779, 3.886], [-3.406, 0.169, 4.441], [-2.709, 2.526, 3.883], [-0.615, 2.855, 2.450], [2.214, 0.890, 3.712], [1.500, -0.525, 4.496], [3.254, -0.232, 4.586]], "nbo_charge": [0.483, 0.524, 0.390, 0.977, -0.938, -0.927, 0.280, 0.268, 0.200, 0.196, 0.245, 0.270, -0.932, 0.266, 0.280, 0.285, 1.058, -0.944, -0.939, 0.239, 0.281, 0.268, -0.919, 0.220, 0.288, 0.276, 0.245, 0.256, 0.269, 0.592, -0.421, -0.654, 0.004, -0.098, -0.199, -0.200, 0.178, -0.407, 0.131, -0.194, -0.185, -0.160, -0.175, -0.157, 0.772, -0.586, -0.772, 0.076, -0.676, 0.250, 0.250, 0.235, 0.243, 0.249, 0.236, 0.426, 0.247, 0.254, 0.255, 0.254, 0.262, 0.233, 0.269]}



{"formula": "C22H32IrN2O7PS", "method": "wB97M-V/def2-TZVPD", "total_energy_ha": -2336.943727, "multiplicity": 5, "s2": 6.0169, "gap_ev": [7.12, 6.94], "total_charge": 2, "e_lumo_ev": [-7.05, -7.99], "elements": ["Ir", "O", "C", "O", "C", "C", "C", "C", "C", "N", "C", "O", "O", "H", "H", "H", "H", "H", "C", "C", "C", "P", "C", "C", "C", "C", "C", "C", "H", "H", "H", "H", "H", "H", "H", "H", "H", "H", "H", "H", "H", "H", "H", "H", "H", "H", "H", "H", "H", "N", "C", "C", "C", "C", "C", "C", "S", "O", "O", "O", "H", "H", "H", "H", "H", "H"], "xyz": [[-0.051, -0.337, 0.360], [-3.527, 2.143, -0.720], [-2.393, 1.545, -0.458], [-2.266, 0.347, -0.268], [-1.222, 2.474, -0.421], [-1.304, 3.853, -0.492], [-0.121, 4.575, -0.467], [1.088, 3.892, -0.432], [1.068, 2.510, -0.380], [-0.069, 1.829, -0.324], [2.261, 1.592, -0.384], [3.469, 2.055, -0.576], [2.102, 0.394, -0.225], [-4.260, 1.505, -0.762], [-2.269, 4.339, -0.567], [-0.138, 5.658, -0.499], [2.017, 4.450, -0.447], [3.515, 3.001, -0.774], [-1.838, 2.028, 2.930], [-1.397, 0.764, 3.665], [-1.019, 1.092, 5.117], [-0.074, -0.170, 2.779], [1.539, 0.289, 3.508], [1.905, 1.741, 3.196], [2.634, -0.677, 3.043], [-0.349, -1.941, 3.237], [-1.720, -2.402, 2.717], [-0.184, -2.277, 4.721], [-2.606, 2.538, 3.514], [-2.273, 1.788, 1.961], [-1.013, 2.731, 2.785], [-2.241, 0.069, 3.670], [-0.280, 1.895, 5.165], [-0.633, 0.237, 5.667], [-1.911, 1.441, 5.640], [1.413, 0.186, 4.586], [2.142, 1.861, 2.136], [2.794, 2.022, 3.763], [1.113, 2.446, 3.455], [2.724, -0.697, 1.952], [2.463, -1.696, 3.393], [3.596, -0.354, 3.445], [0.436, -2.460, 2.680], [-2.502, -2.199, 3.450], [-1.726, -3.480, 2.543], [-2.019, -1.905, 1.786], [-1.000, -1.859, 5.315], [0.764, -1.923, 5.129], [-0.212, -3.360, 4.854], [-0.070, -2.508, -0.237], [1.007, -3.007, -1.093], [1.461, -4.306, -0.926], [2.486, -4.783, -1.729], [2.964, -3.927, -2.706], [2.557, -2.615, -2.875], [1.541, -2.163, -2.052], [4.249, -4.616, -3.936], [5.253, -4.011, -3.005], [4.031, -3.923, -5.165], [4.129, -6.037, -3.898], [-0.212, -3.143, 0.541], [-0.944, -2.519, -0.763], [1.024, -4.957, -0.175], [2.859, -5.795, -1.639], [2.990, -1.993, -3.647], [1.176, -1.146, -2.156]], "nbo_charge": [1.134, -0.612, 0.804, -0.617, 0.072, -0.145, -0.125, -0.168, 0.064, -0.458, 0.802, -0.589, -0.600, 0.533, 0.274, 0.267, 0.245, 0.513, -0.587, -0.535, -0.619, 1.003, -0.544, -0.601, -0.620, -0.528, -0.627, -0.622, 0.244, 0.184, 0.203, 0.244, 0.216, 0.224, 0.245, 0.251, 0.181, 0.249, 0.214, 0.214, 0.222, 0.247, 0.223, 0.238, 0.237, 0.196, 0.220, 0.221, 0.244, -0.874, 0.119, -0.222, -0.162, -0.166, -0.170, -0.188, 2.354, -0.578, -0.881, -0.875, 0.414, 0.416, 0.232, 0.278, 0.268, 0.206]}



{"formula": "C22H32N3O2", "method": "wB97M-V/def2-TZVPD", "total_energy_ha": -1172.028342, "smiles": "CC(C)(C)c1ccc(OC[C@H](O)CN2CC[NH+](c3ccccn3)CC2)cc1", "gap_ev": 8.63, "total_charge": 1, "e_lumo_ev": -2.28, "elements": ["C", "H", "H", "H", "C", "C", "C", "C", "C", "C", "C", "H", "H", "O", "C", "C", "O", "H", "C", "N", "C", "C", "N", "H", "C", "N", "C", "C", "C", "C", "H", "H", "H", "H", "C", "C", "H", "H", "H", "H", "H", "H", "H", "H", "H", "H", "H", "H", "H", "H", "H", "C", "H", "H", "H", "C", "H", "H", "H"], "xyz": [[2.833, -2.667, -5.049], [1.975, -2.956, -5.651], [2.960, -1.591, -5.130], [3.718, -3.145, -5.461], [2.631, -3.104, -3.592], [1.370, -2.450, -3.053], [1.274, -1.060, -3.019], [0.151, -0.425, -2.531], [-0.927, -1.168, -2.063], [-0.859, -2.551, -2.103], [0.278, -3.174, -2.590], [0.288, -4.251, -2.608], [-1.689, -3.159, -1.777], [-2.032, -0.449, -1.633], [-2.776, -0.904, -0.526], [-2.207, -0.241, 0.746], [-1.962, 1.125, 0.448], [-1.786, 1.166, -0.510], [-0.915, -0.966, 1.201], [-0.121, -0.323, 2.216], [-0.682, -0.088, 3.512], [-1.395, 1.287, 3.633], [-0.852, 2.208, 2.606], [-1.286, 1.911, 1.676], [-1.263, 3.596, 2.800], [-2.027, 4.045, 1.826], [-2.462, 5.291, 1.889], [-2.140, 6.139, 2.941], [-1.329, 5.656, 3.956], [-0.870, 4.345, 3.894], [-0.235, 3.946, 4.669], [-1.053, 6.286, 4.787], [-2.512, 7.150, 2.963], [-3.086, 5.610, 1.067], [0.608, 2.031, 2.470], [0.872, 0.656, 1.827], [1.867, 0.313, 2.141], [0.882, 0.746, 0.740], [1.066, 2.098, 3.459], [1.008, 2.830, 1.845], [-1.229, 1.712, 4.625], [-2.469, 1.204, 3.468], [0.133, -0.135, 4.242], [-1.384, -0.886, 3.751], [-0.267, -1.123, 0.336], [-1.208, -1.951, 1.577], [-2.956, -0.267, 1.544], [-3.800, -0.558, -0.692], [-2.777, -1.990, -0.424], [0.089, 0.654, -2.528], [2.088, -0.452, -3.380], [2.564, -4.632, -3.554], [3.492, -5.042, -3.946], [2.442, -4.997, -2.536], [1.749, -5.005, -4.169], [3.828, -2.654, -2.742], [3.684, -2.942, -1.702], [3.965, -1.576, -2.783], [4.738, -3.124, -3.105]], "nbo_charge": [-0.595, 0.215, 0.205, 0.214, -0.080, -0.018, -0.139, -0.276, 0.271, -0.285, -0.185, 0.224, 0.219, -0.530, -0.086, 0.049, -0.745, 0.516, -0.240, -0.454, -0.236, -0.234, -0.446, 0.516, 0.335, -0.421, 0.064, -0.227, -0.138, -0.263, 0.233, 0.239, 0.242, 0.216, -0.237, -0.217, 0.210, 0.219, 0.215, 0.242, 0.223, 0.228, 0.206, 0.232, 0.227, 0.210, 0.180, 0.212, 0.197, 0.215, 0.209, -0.606, 0.220, 0.208, 0.212, -0.594, 0.208, 0.203, 0.215]}



{"formula": "C22H32N4O4S", "method": "wB97M-V/def2-TZVPD", "total_energy_ha": -1775.768139, "smiles": "Cc1ccc(C)c(NC(=O)CSc2nnc(CCCCCNC(=O)OC(C)(C)C)o2)c1", "gap_ev": 8.68, "e_lumo_ev": 0.64, "elements": ["C", "C", "C", "C", "C", "C", "C", "H", "N", "C", "O", "C", "H", "H", "S", "C", "N", "N", "C", "C", "H", "H", "C", "C", "C", "H", "H", "C", "N", "C", "O", "O", "C", "C", "H", "H", "H", "C", "H", "H", "H", "C", "H", "H", "H", "H", "H", "H", "H", "H", "H", "H", "O", "H", "C", "H", "H", "H", "H", "H", "H", "H", "H"], "xyz": [[-5.994, -1.255, 0.401], [-4.660, -0.859, 0.958], [-4.148, -1.483, 2.086], [-2.921, -1.101, 2.596], [-2.163, -0.098, 2.009], [-2.682, 0.534, 0.870], [-3.919, 0.151, 0.363], [-4.303, 0.646, -0.513], [-1.935, 1.564, 0.273], [-2.155, 2.169, -0.911], [-3.036, 1.915, -1.706], [-1.155, 3.290, -1.209], [-0.915, 3.877, -0.325], [-1.571, 3.920, -1.995], [0.424, 2.673, -1.896], [1.254, 2.368, -0.420], [0.776, 2.458, 0.786], [1.800, 2.193, 1.625], [2.841, 1.952, 0.905], [4.200, 1.618, 1.382], [4.932, 2.059, 0.702], [4.311, 2.056, 2.374], [4.412, 0.100, 1.466], [4.511, -0.555, 0.090], [4.832, -2.047, 0.187], [5.160, -2.412, -0.788], [5.651, -2.197, 0.893], [3.630, -2.883, 0.640], [2.631, -3.019, -0.391], [1.477, -2.310, -0.421], [1.173, -1.476, 0.402], [0.761, -2.695, -1.489], [-0.573, -2.174, -1.723], [-0.525, -0.659, -1.896], [-1.515, -0.284, -2.138], [-0.188, -0.197, -0.973], [0.160, -0.392, -2.698], [-1.496, -2.570, -0.572], [-2.501, -2.206, -0.765], [-1.147, -2.136, 0.360], [-1.522, -3.652, -0.468], [-1.015, -2.846, -3.022], [-2.016, -2.516, -3.281], [-0.335, -2.586, -3.829], [-1.015, -3.927, -2.903], [2.807, -3.640, -1.163], [3.965, -3.883, 0.931], [3.140, -2.414, 1.494], [5.297, -0.058, -0.484], [3.572, -0.426, -0.450], [5.335, -0.084, 2.019], [3.584, -0.331, 2.029], [2.561, 2.048, -0.425], [-1.095, 1.839, 0.779], [-0.819, 0.246, 2.574], [-0.674, -0.263, 3.523], [-0.029, -0.083, 1.898], [-0.700, 1.315, 2.743], [-2.534, -1.600, 3.473], [-4.709, -2.272, 2.567], [-6.092, -2.339, 0.372], [-6.794, -0.866, 1.032], [-6.127, -0.860, -0.602]], "nbo_charge": [-0.626, -0.015, -0.221, -0.197, -0.056, 0.221, -0.266, 0.247, -0.659, 0.670, -0.616, -0.606, 0.255, 0.258, 0.321, 0.300, -0.381, -0.286, 0.474, -0.457, 0.225, 0.247, -0.384, -0.407, -0.397, 0.203, 0.201, -0.221, -0.633, 0.905, -0.688, -0.539, 0.265, -0.648, 0.228, 0.230, 0.210, -0.639, 0.224, 0.236, 0.206, -0.613, 0.217, 0.212, 0.212, 0.403, 0.198, 0.223, 0.201, 0.213, 0.203, 0.218, -0.415, 0.448, -0.644, 0.218, 0.247, 0.216, 0.207, 0.205, 0.214, 0.218, 0.216]}